Entry 1:
{
  "formula": "C28H29N2O2",
  "method": "ωB97M-V/def2-TZVPD",
  "lumo_ev": -5.029,
  "relative_energy_ev": 0.0000,
  "charge": 1,
  "total_energy_ha": -1344.15144,
  "symbols": ["C", "C", "C", "C", "C", "C", "C", "C", "C", "C", "C", "C", "C", "C", "C", "H", "H", "H", "H", "H", "H", "H", "H", "H", "H", "H", "H", "H", "H", "H", "O", "C", "C", "C", "C", "C", "C", "C", "C", "O", "N", "C", "C", "C", "C", "C", "N", "H", "H", "H", "H", "H", "H", "H", "H", "H", "H", "H", "H", "H", "H"],
  "coordinates": [[-6.605, -2.706, 2.387], [-5.218, -2.199, 2.133], [-4.964, -0.822, 2.181], [-3.695, -0.329, 1.939], [-2.605, -1.200, 1.641], [-1.305, -0.635, 1.421], [-0.080, -1.182, 1.868], [1.074, -0.344, 1.803], [2.342, -0.858, 1.924], [2.535, -2.213, 2.219], [3.932, -2.739, 2.304], [1.414, -3.024, 2.462], [0.126, -2.515, 2.351], [-2.894, -2.593, 1.545], [-4.167, -3.074, 1.826], [-6.614, -3.798, 2.451], [-7.010, -2.296, 3.320], [-7.290, -2.406, 1.582], [-5.783, -0.142, 2.421], [-3.494, 0.742, 1.995], [-1.284, 0.422, 1.150], [0.922, 0.716, 1.616], [3.209, -0.217, 1.762], [3.938, -3.834, 2.318], [4.523, -2.391, 1.447], [4.437, -2.379, 3.212], [1.577, -4.070, 2.739], [-0.726, -3.138, 2.625], [-2.110, -3.286, 1.230], [-4.367, -4.150, 1.809], [2.350, 1.321, -0.129], [2.423, 2.196, -0.992], [3.625, 2.746, -1.643], [3.231, 3.579, -2.676], [4.174, 4.193, -3.486], [5.531, 3.941, -3.223], [5.920, 3.082, -2.177], [4.956, 2.471, -1.367], [1.742, 3.608, -2.720], [0.988, 4.145, -3.518], [1.344, 2.823, -1.609], [-0.072, 2.544, -1.258], [-0.559, 1.223, -1.817], [-2.068, 1.084, -2.054], [-2.269, -0.446, -2.141], [-0.968, -1.060, -1.588], [-0.287, 0.073, -0.954], [3.840, 4.849, -4.288], [6.302, 4.413, -3.835], [6.979, 2.893, -2.000], [5.197, 1.804, -0.541], [-0.145, 2.548, -0.162], [-0.646, 3.371, -1.686], [-0.070, 1.085, -2.808], [-2.609, 1.488, -1.187], [-2.393, 1.626, -2.948], [-3.133, -0.769, -1.551], [-2.414, -0.761, -3.180], [-1.135, -1.865, -0.869], [-0.372, -1.468, -2.428], [0.719, -0.074, -0.849]],
  "nbo_charge": [-0.6493, 0.0838, -0.2451, -0.0501, -0.2158, 0.1481, -0.1276, -0.0687, -0.2385, 0.1207, -0.6543, -0.2497, -0.1068, -0.1318, -0.2183, 0.2290, 0.2410, 0.2453, 0.2343, 0.2162, 0.2430, 0.2414, 0.2446, 0.2305, 0.2409, 0.2506, 0.2342, 0.2274, 0.2258, 0.2320, -0.6279, 0.6934, -0.0789, -0.1449, -0.1491, -0.1828, -0.1836, -0.1857, 0.6861, -0.5262, -0.4727, -0.2158, -0.0675, -0.4016, -0.4200, -0.2230, -0.6448, 0.2422, 0.2330, 0.2308, 0.2333, 0.2127, 0.2470, 0.1787, 0.1969, 0.2324, 0.2132, 0.2245, 0.1866, 0.1846, 0.3962]
}



Entry 2:
{
  "formula": "CH6S2Si",
  "method": "ωB97M-V/def2-TZVPD",
  "smiles": "SC[SiH2]S",
  "lumo_ev": -1.188,
  "relative_energy_ev": 2.4726,
  "total_energy_ha": -1127.46135,
  "symbols": ["C", "Si", "S", "S", "H", "H", "H", "H", "H", "H"],
  "coordinates": [[1.418, 0.141, -0.108], [-0.702, -0.024, -0.467], [-3.086, -0.964, 0.047], [2.367, -1.288, 0.130], [1.612, 0.670, 0.720], [1.694, 0.880, -1.018], [-0.986, -0.217, -1.896], [-1.148, 1.226, 0.249], [-3.474, -0.959, -1.227], [1.651, -2.215, -0.732]],
  "nbo_charge": [-0.8798, 0.9526, -0.4744, 0.0197, 0.2144, 0.2314, -0.1620, -0.1597, 0.1310, 0.1268]
}



Entry 3:
{
  "formula": "C4H5NO",
  "method": "ωB97M-V/def2-TZVPD",
  "lumo_ev": 0.139,
  "relative_energy_ev": 3.8173,
  "total_energy_ha": -285.27430,
  "symbols": ["C", "C", "C", "O", "C", "N", "H", "H", "H", "H", "H"],
  "coordinates": [[0.758, -0.087, 0.786], [-0.309, -0.332, -0.264], [-1.199, 1.920, -0.294], [-0.642, 0.932, -0.930], [0.222, -1.234, -1.295], [0.728, -1.949, -2.050], [1.650, 0.314, 0.294], [0.390, 0.634, 1.522], [1.013, -1.021, 1.300], [-1.231, -0.750, 0.159], [-1.381, 1.572, 0.770]],
  "nbo_charge": [-0.6227, -0.0193, 0.1631, -0.4638, 0.2480, -0.2680, 0.2346, 0.2266, 0.2379, 0.2311, 0.0323]
}



Entry 4:
{
  "formula": "C49H58BClF3LuN3OS2SbTe",
  "method": "ωB97M-V/def2-TZVPD",
  "lumo_ev": 3.911,
  "relative_energy_ev": 0.9011,
  "charge": -2,
  "total_energy_ha": -5466.37828,
  "symbols": ["Lu", "O", "H", "H", "N", "H", "H", "H", "S", "Cl", "C", "H", "H", "Te", "C", "C", "C", "C", "S", "H", "H", "H", "F", "C", "C", "C", "C", "C", "C", "Sb", "C", "C", "C", "C", "F", "C", "C", "C", "C", "C", "C", "F", "C", "C", "H", "H", "H", "H", "H", "H", "H", "H", "H", "H", "H", "H", "C", "C", "C", "C", "C", "C", "C", "C", "C", "C", "C", "C", "N", "B", "N", "C", "C", "C", "C", "C", "C", "C", "C", "C", "C", "C", "C", "C", "C", "H", "H", "H", "H", "H", "H", "H", "H", "H", "H", "H", "H", "H", "H", "H", "H", "H", "H", "H", "H", "H", "H", "H", "H", "H", "H", "H", "H", "H", "H", "H", "H", "H", "H", "H", "H"],
  "coordinates": [[1.290, 0.398, -0.361], [1.455, -0.411, 1.902], [2.090, 0.036, 2.419], [0.526, 0.100, 1.808], [3.716, 0.647, 0.135], [3.838, 0.801, 1.127], [4.132, 1.469, -0.356], [4.365, -0.095, -0.186], [-0.921, 1.089, 0.567], [2.897, 1.784, -2.745], [1.773, 2.464, -1.472], [0.930, 2.918, -2.040], [2.354, 3.329, -1.118], [2.827, 2.115, 3.967], [4.685, 2.568, 3.102], [5.034, 3.151, 1.916], [6.400, 3.413, 1.807], [7.124, 2.921, 2.825], [6.105, 2.159, 4.012], [4.317, 3.461, 1.177], [6.821, 3.941, 0.977], [8.202, 2.972, 2.876], [-1.885, 7.516, 0.263], [-1.983, 6.252, 0.731], [-0.820, 5.625, 1.054], [-0.958, 4.465, 1.813], [-2.191, 3.927, 2.129], [-3.314, 4.616, 1.744], [-3.281, 5.833, 1.026], [-2.189, 2.234, 3.438], [-4.097, 1.353, 2.802], [-5.043, 1.062, 3.783], [-6.337, 0.774, 3.419], [-6.661, 0.728, 2.062], [-7.942, 0.439, 1.661], [-5.708, 0.916, 1.094], [-4.419, 1.329, 1.452], [-3.179, 3.291, 5.067], [-3.636, 4.606, 5.100], [-4.120, 5.106, 6.303], [-4.089, 4.318, 7.384], [-4.469, 4.796, 8.622], [-3.743, 2.953, 7.377], [-3.283, 2.464, 6.182], [0.136, 6.119, 0.835], [-0.022, 3.984, 2.113], [-4.241, 4.170, 2.063], [-4.147, 6.407, 0.729], [-4.877, 0.984, 4.859], [-7.126, 0.561, 4.148], [-6.059, 0.781, 0.062], [-3.696, 1.715, 0.679], [-3.524, 5.257, 4.263], [-4.381, 6.153, 6.426], [-3.912, 2.370, 8.236], [-3.179, 1.345, 5.978], [-0.948, 1.689, -4.040], [-0.306, 0.350, -3.700], [-1.458, -0.649, -3.559], [0.858, -0.084, -4.518], [1.336, 0.758, -5.513], [2.629, 0.632, -5.956], [3.408, -0.482, -5.565], [2.845, -1.478, -4.755], [3.642, -2.669, -4.287], [4.159, -3.515, -5.481], [4.818, -2.345, -3.366], [1.634, -1.206, -4.169], [1.160, -2.094, -3.138], [1.005, -1.861, -1.688], [0.501, -3.164, -1.223], [0.335, -3.991, -2.320], [0.714, -3.384, -3.444], [-0.045, -3.618, 0.050], [0.780, -4.162, 1.050], [0.190, -4.474, 2.278], [-1.141, -4.275, 2.563], [-1.953, -3.838, 1.522], [-1.433, -3.476, 0.304], [-2.341, -3.053, -0.833], [-3.266, -4.243, -1.272], [-3.178, -1.816, -0.490], [2.312, -4.291, 0.957], [2.686, -5.240, -0.200], [3.073, -2.941, 0.839], [-1.761, 1.872, -3.356], [-1.259, 1.746, -5.115], [-0.230, 2.515, -3.814], [-0.017, 0.459, -2.639], [-2.022, -0.773, -4.490], [-2.118, -0.390, -2.723], [-1.169, -1.713, -3.291], [0.754, 1.604, -5.838], [3.085, 1.339, -6.618], [4.423, -0.571, -5.974], [2.960, -3.293, -3.779], [4.851, -2.960, -6.151], [3.300, -3.931, -6.033], [4.750, -4.407, -5.073], [5.618, -1.821, -3.905], [4.408, -1.720, -2.557], [5.301, -3.287, -2.986], [-0.065, -4.977, -2.300], [0.769, -3.776, -4.450], [0.853, -4.660, 3.166], [-1.563, -4.464, 3.576], [-3.010, -3.690, 1.630], [-1.763, -2.845, -1.738], [-3.882, -4.694, -0.503], [-2.677, -5.033, -1.780], [-3.888, -3.893, -2.080], [-3.744, -1.977, 0.388], [-3.941, -1.688, -1.273], [-2.586, -0.885, -0.375], [2.690, -4.772, 1.872], [2.488, -4.816, -1.178], [2.201, -6.194, -0.131], [3.897, -5.325, -0.148], [2.814, -2.468, -0.112], [4.193, -3.023, 0.889], [2.736, -2.246, 1.605]],
  "mulliken_charge": [0.0461, -0.2179, -0.0518, -0.0811, -0.5058, 0.0758, 0.2012, 0.0944, -0.8533, -0.1825, -1.0579, 0.1806, 0.3046, -0.2379, -0.4476, -0.2147, -0.6134, -0.4713, -0.2065, 0.6540, 0.3697, 0.3427, -0.3550, 0.5748, -0.8383, -0.3540, 0.0176, -0.2093, -1.0494, 0.9406, 0.1696, -0.1598, -0.6555, 0.3286, -0.3577, -0.6480, 0.0858, 0.2129, -0.2340, -0.7271, 0.4233, -0.3468, -0.7671, -0.5943, 0.4224, 0.3075, 0.6400, 0.4299, 0.1224, 0.3723, 0.3771, 0.2393, 0.4402, 0.3764, 0.4660, 0.2655, -2.1068, 3.3722, -1.4867, 0.4488, -1.0329, -1.4134, -0.5077, 0.1246, 1.3653, -1.5886, -1.2201, 0.6544, 0.7680, 2.2418, 0.5996, -0.5778, -0.8583, -0.0383, 0.8778, -1.4484, -1.3525, -0.6336, 0.3379, 3.4734, -1.7847, -1.6203, 0.6380, -1.1730, -0.6910, 0.4202, 0.4340, 0.3458, -1.9722, 0.4976, 0.1755, -0.0619, 0.3318, 0.3912, 0.2945, -0.4405, 0.2727, 0.3715, 0.4095, 0.3500, 0.1164, 0.3889, 0.3189, 0.4243, 0.1908, 0.3109, 0.4244, -1.9043, 0.3199, 0.3494, 0.4913, 0.6121, 0.4490, -0.1802, 0.5416, -0.0077, 0.3637, 0.3137, -0.3664, 0.4647, 0.1481]
}



Entry 5:
{
  "formula": "C7H8N4",
  "method": "ωB97M-V/def2-TZVPD",
  "lumo_ev": 0.987,
  "relative_energy_ev": 5.6441,
  "total_energy_ha": -490.36579,
  "symbols": ["C", "C", "C", "C", "C", "C", "C", "N", "N", "N", "N", "H", "H", "H", "H", "H", "H", "H", "H"],
  "coordinates": [[-0.980, 0.628, -0.817], [0.485, 1.941, -2.920], [0.346, 1.722, 2.248], [0.878, 0.427, 2.188], [-0.456, 1.889, 1.165], [0.438, -0.179, 1.052], [0.815, -1.489, 0.392], [-1.558, -0.147, -2.970], [-1.360, 0.028, -1.767], [-0.392, 0.718, 0.362], [0.444, 1.705, -4.061], [0.542, 2.430, 2.987], [1.565, -0.082, 2.894], [-0.958, 2.666, 0.850], [1.655, -1.490, -0.374], [1.032, -2.344, 1.121], [-0.034, -1.759, -0.138], [-2.384, -0.628, -3.206], [0.550, 1.491, -4.966]],
  "nbo_charge": [0.3789, 0.2733, -0.2722, -0.2703, -0.0177, 0.1577, -0.6475, -0.5604, -0.0395, -0.3937, -0.6922, 0.2235, 0.2258, 0.2025, 0.2295, 0.2313, 0.2166, 0.3325, 0.4217]
}



Entry 6:
{
  "formula": "C31H32N6O5Rb",
  "method": "ωB97M-V/def2-TZVPD",
  "lumo_ev": 1.774,
  "relative_energy_ev": 1.3133,
  "charge": -1,
  "total_energy_ha": -1929.42918,
  "symbols": ["Rb", "C", "C", "C", "C", "C", "N", "C", "C", "C", "N", "C", "C", "C", "C", "C", "C", "C", "C", "N", "C", "C", "C", "N", "C", "C", "C", "C", "O", "C", "O", "H", "H", "H", "H", "H", "H", "H", "H", "H", "H", "H", "H", "H", "H", "H", "H", "H", "H", "H", "H", "H", "H", "H", "H", "H", "H", "H", "H", "O", "C", "O", "C", "C", "C", "C", "C", "N", "H", "H", "H", "H", "O", "C", "N"],
  "coordinates": [[-1.394, 1.767, -1.138], [3.819, -4.977, -0.013], [2.765, -3.921, -0.215], [1.473, -4.214, -0.482], [0.458, -3.205, -0.615], [-0.818, -3.663, -0.928], [-2.005, -3.089, -0.838], [-2.432, -2.006, 0.042], [-3.079, -2.599, 1.295], [-3.580, -1.511, 2.244], [-2.526, -0.571, 2.559], [-1.888, -0.448, 3.689], [-0.794, 0.420, 3.836], [-0.141, 0.546, 5.088], [0.933, 1.367, 5.249], [1.639, 1.532, 6.569], [1.384, 2.086, 4.109], [0.820, 2.005, 2.867], [1.412, 2.818, 1.785], [1.141, 2.751, 0.554], [1.813, 3.693, -0.319], [2.183, 3.064, -1.655], [3.180, 1.908, -1.553], [2.505, 0.628, -1.459], [2.809, -0.148, -0.517], [2.264, -1.523, -0.407], [3.131, -2.536, -0.171], [0.827, -1.784, -0.597], [0.017, -0.875, -0.760], [-0.342, 1.160, 2.676], [-0.935, 1.057, 1.576], [3.399, -5.976, -0.128], [4.261, -4.907, 0.984], [4.630, -4.865, -0.737], [1.168, -5.255, -0.561], [-0.865, -4.673, -1.330], [-2.761, -3.586, -1.282], [-3.113, -1.359, -0.518], [-1.557, -1.414, 0.285], [-2.353, -3.230, 1.819], [-3.932, -3.228, 1.024], [-3.954, -1.956, 3.169], [-4.397, -0.961, 1.773], [-2.096, 0.047, 1.825], [-2.225, -1.048, 4.533], [-0.516, -0.031, 5.930], [1.187, 0.905, 7.337], [1.593, 2.569, 6.911], [2.695, 1.262, 6.491], [2.239, 2.747, 4.231], [2.171, 3.534, 2.144], [2.711, 4.117, 0.162], [1.108, 4.505, -0.512], [2.562, 3.846, -2.314], [1.272, 2.674, -2.114], [3.875, 2.070, -0.711], [3.776, 1.872, -2.469], [3.561, 0.132, 0.238], [4.177, -2.291, 0.002], [-4.991, 0.341, -3.488], [-3.816, 0.283, -3.098], [-3.379, 0.061, -1.940], [-2.743, 0.491, -4.197], [-3.152, 0.622, -5.523], [-2.197, 0.780, -6.509], [-0.857, 0.809, -6.145], [-0.543, 0.686, -4.802], [-1.456, 0.531, -3.845], [-4.212, 0.598, -5.728], [-2.487, 0.885, -7.548], [-0.074, 0.934, -6.882], [0.491, 0.715, -4.471], [-1.347, 6.879, -1.535], [-1.284, 5.669, -1.491], [-1.212, 4.484, -1.447]],
  "mulliken_charge": [0.9694, -1.6141, 0.4816, -0.7642, 0.7349, -0.8423, 0.1009, 0.7574, -0.5894, -1.0617, 0.1110, -0.0745, 0.0698, -0.6558, 0.4146, -1.6098, -0.5319, 0.7533, -0.7280, 0.4742, -0.9276, -0.1563, -0.6836, -0.1312, -0.4600, 0.3892, -0.1405, -0.1103, -0.4160, 0.1894, -0.5602, 0.3591, 0.3197, 0.3402, 0.2705, 0.3733, 0.3155, 0.2277, -0.7411, 0.2527, 0.3441, 0.4530, 0.3539, 0.2860, 0.3735, 0.2882, 0.3535, 0.3309, 0.3329, 0.3903, 0.1294, 0.3913, 0.1591, 0.4829, -0.1789, 0.3263, 0.4081, 0.2905, 0.4453, -0.7964, 0.1241, -0.6606, 0.3612, -0.6546, -0.2396, -0.7504, -0.2689, 0.0976, 0.4687, 0.3956, 0.3696, 0.4207, -0.7517, 0.5263, -0.7077]
}